[1]
DFT (the ωB97M-V functional and the def2-TZVPD basis) results for 2 unconnected molecules or ions with the total composition C3H3F3O in a non-equilibrium geometry.

Structure (XYZ):
```
10
Properties=species:S:1:pos:R:3:mulliken_charge:R:1
C 2.0248 0.9763 -1.1086 -0.56
C 1.0626 0.0511 -1.0079 0.25
C -1.5468 -0.1384 1.0775 0.51
O -1.7893 -1.1835 0.3930 -0.39
F 1.3529 -1.1917 -0.6824 -0.18
F -2.2432 0.8916 1.0590 -0.18
F -1.2075 -0.3802 2.3792 -0.23
H 3.1032 0.5741 -1.0847 0.21
H 1.9045 2.0413 -1.2994 0.27
H -2.6613 -1.6407 0.2743 0.32
```

Properties
- Charge: 0
- Molar mass: 112.05 g mol⁻¹
- Calculated total energy: -490.74126 a.u.

=====

[2]
DFT (the ωB97M-V functional and the def2-TZVPD basis) results for a single C3H7NS molecule in a non-equilibrium geometry.

Structure (XYZ):
```
12
Properties=species:S:1:pos:R:3:mulliken_charge:R:1
S 1.0305 -1.6359 1.7051 -0.22
C 0.4135 -0.0004 1.1397 -0.69
C 0.3373 0.0231 -0.3312 -0.06
C -0.9677 0.2427 -0.9741 -0.42
N 0.0246 1.2723 -0.8577 -0.54
H -0.0607 -2.2628 1.3383 0.12
H 1.0484 0.9517 1.3187 0.31
H -0.5883 0.3834 1.3921 0.32
H 1.0962 -0.5568 -0.8263 0.46
H -1.1731 -0.0326 -2.0052 0.29
H -1.7727 0.1157 -0.2437 0.18
H 0.6119 1.4995 -1.6557 0.25
```

Properties
- SMILES: SC[C@H]1CN1
- Charge: 0
- Molar mass: 89.16 g mol⁻¹
- Calculated total energy: -571.36887 a.u.

=====

Copy entry 2 word for word.
DFT (the ωB97M-V functional and the def2-TZVPD basis) results for a single C3H7NS molecule in a non-equilibrium geometry.

Structure (XYZ):
```
12
Properties=species:S:1:pos:R:3:mulliken_charge:R:1
S 1.0305 -1.6359 1.7051 -0.22
C 0.4135 -0.0004 1.1397 -0.69
C 0.3373 0.0231 -0.3312 -0.06
C -0.9677 0.2427 -0.9741 -0.42
N 0.0246 1.2723 -0.8577 -0.54
H -0.0607 -2.2628 1.3383 0.12
H 1.0484 0.9517 1.3187 0.31
H -0.5883 0.3834 1.3921 0.32
H 1.0962 -0.5568 -0.8263 0.46
H -1.1731 -0.0326 -2.0052 0.29
H -1.7727 0.1157 -0.2437 0.18
H 0.6119 1.4995 -1.6557 0.25
```

Properties
- SMILES: SC[C@H]1CN1
- Charge: 0
- Molar mass: 89.16 g mol⁻¹
- Calculated total energy: -571.36887 a.u.

=====

Please write out number 1 again, unchanged.
DFT (the ωB97M-V functional and the def2-TZVPD basis) results for 2 unconnected molecules or ions with the total composition C3H3F3O in a non-equilibrium geometry.

Structure (XYZ):
```
10
Properties=species:S:1:pos:R:3:mulliken_charge:R:1
C 2.0248 0.9763 -1.1086 -0.56
C 1.0626 0.0511 -1.0079 0.25
C -1.5468 -0.1384 1.0775 0.51
O -1.7893 -1.1835 0.3930 -0.39
F 1.3529 -1.1917 -0.6824 -0.18
F -2.2432 0.8916 1.0590 -0.18
F -1.2075 -0.3802 2.3792 -0.23
H 3.1032 0.5741 -1.0847 0.21
H 1.9045 2.0413 -1.2994 0.27
H -2.6613 -1.6407 0.2743 0.32
```

Properties
- Charge: 0
- Molar mass: 112.05 g mol⁻¹
- Calculated total energy: -490.74126 a.u.